[1]
The following is a DFT calculation (wB97M-V/def2-TZVPD) of a molecular structure, C7H10O.

Values from the calculation:
F_max in eV Å⁻¹: 5.97
DFT total energy in eV: -9463.795
HOMO-LUMO gap (spin up / spin down) in eV: 8.205 / 8.205
Energy relative to the best compared isomer or geometry (same formula, charge and spin) in kcal per mole: 109.9

```
18
Properties=species:S:1:pos:R:3:forces:R:3
C 2.135 0.543 -0.358 0.02 0.13 -0.33
C -1.829 0.765 0.844 1.20 0.29 1.08
C -0.603 0.939 -0.116 -4.74 1.30 -3.39
C -0.496 -0.247 -0.961 1.85 1.78 3.87
C 0.930 -0.163 0.201 0.76 -2.05 -2.05
C -1.152 -1.202 -1.565 0.85 -0.65 -0.19
C 1.032 -1.063 1.187 -0.72 0.16 -0.40
O -0.328 2.104 -0.505 0.80 -1.53 1.22
H 2.139 0.509 -1.452 -0.05 0.07 0.17
H 3.064 0.080 -0.013 -0.15 -0.03 0.13
H 2.136 1.594 -0.064 -0.04 -0.08 -0.06
H -2.577 1.507 0.562 0.33 0.11 -0.03
H -2.322 -0.206 0.858 0.42 -0.14 -0.19
H -1.446 0.976 1.842 -0.45 0.15 0.25
H -2.219 -1.110 -1.751 0.23 0.30 -0.44
H -0.635 -2.103 -1.885 -0.29 -0.12 0.24
H 2.005 -1.382 1.547 -0.01 0.46 0.34
H 0.165 -1.541 1.627 -0.02 -0.18 -0.22
```
Positions in Å, forces in eV/Å.

Atomic partial charges in e from the natural (NBO) method, atoms 1 to 6: C -0.66; C -0.66; C 0.41; C 0.08; C -0.03; C -0.43

***

[2]
The following is a DFT calculation (wB97M-V/def2-TZVPD) of 12 unconnected molecules or ions with the total composition C65H124F24N4O18.

Values from the calculation:
F_max in eV Å⁻¹: 4.93
DFT total energy in eV: -177429.135
HOMO-LUMO gap in eV: 2.789
Net charge: -4

```
235
Properties=species:S:1:pos:R:3:forces:R:3
C 5.736 -4.174 -7.726 -0.40 0.59 -0.25
C 4.361 -4.898 -7.901 0.80 1.64 0.61
C 3.593 -4.949 -6.554 -0.83 -0.49 0.06
C 2.919 -3.614 -6.022 -0.76 -1.00 -0.55
N 1.589 -3.775 -5.145 0.61 0.23 0.10
C 1.971 -4.380 -3.764 -0.03 -0.73 0.04
C 2.461 -3.249 -2.833 0.74 -1.78 0.36
C 2.093 -2.016 -3.537 0.05 1.94 0.84
C 1.129 -2.385 -4.599 -0.19 -0.01 -0.54
C 0.362 -4.488 -5.983 2.05 0.34 1.62
C 0.212 -5.969 -5.606 -0.14 0.67 0.64
C -0.555 -6.631 -6.736 0.91 0.58 -1.19
H 5.586 -3.219 -7.221 0.04 -0.29 0.91
H 6.242 -3.749 -8.593 -0.38 -0.70 -0.83
H 6.488 -4.812 -7.263 -0.23 0.17 0.47
H 4.581 -5.902 -8.264 -0.53 -0.02 -0.06
H 3.737 -4.321 -8.584 0.08 -0.27 -0.48
H 4.256 -5.523 -5.907 -0.17 0.56 0.81
H 2.739 -5.608 -6.712 -0.07 -0.26 -0.13
H 2.517 -3.148 -6.922 0.21 0.40 0.01
H 3.618 -2.944 -5.520 -0.36 -0.05 0.24
H 1.035 -4.740 -3.336 -0.06 -0.04 -0.13
H 2.674 -5.207 -3.858 -0.10 0.02 -0.39
H 1.979 -3.447 -1.876 -0.30 0.42 -0.09
H 3.516 -3.124 -2.593 0.23 -0.92 -0.28
H 1.644 -1.405 -2.754 -0.27 0.63 -0.57
H 2.991 -1.484 -3.852 -0.14 0.21 -0.18
H 0.180 -2.571 -4.094 -0.34 -0.20 -0.30
H 1.075 -1.616 -5.369 -0.21 -0.38 -0.35
H 0.613 -4.320 -7.030 0.03 0.02 0.08
H -0.575 -4.002 -5.710 0.36 0.51 0.00
H -0.392 -5.934 -4.700 0.08 -0.39 0.17
H 1.184 -6.368 -5.317 -0.12 -0.40 -0.42
H -0.452 -7.692 -6.965 -0.46 -0.19 1.04
H -0.079 -6.238 -7.635 -0.12 0.22 -0.46
H -1.569 -6.232 -6.754 -0.16 -0.55 0.00
C -7.150 -4.868 -1.602 0.56 -0.04 0.00
C -7.302 -3.399 -1.199 -0.04 -0.90 -0.22
C -6.866 -2.312 -2.189 -0.25 0.55 0.87
C -5.325 -2.062 -2.139 -1.36 -0.54 -1.07
N -4.834 -1.269 -3.361 1.33 1.55 -0.41
C -3.376 -0.869 -3.035 0.10 2.65 -0.79
C -3.116 0.489 -3.797 0.67 -1.07 -0.95
C -4.503 1.113 -4.101 0.49 -1.59 0.14
C -5.463 0.122 -3.426 -0.21 0.53 1.45
C -4.981 -1.853 -4.807 1.56 -2.19 1.39
C -4.054 -3.134 -5.017 0.37 -0.63 0.14
C -4.118 -3.722 -6.438 -1.10 0.52 -0.10
H -6.096 -5.109 -1.740 0.11 -0.14 0.01
H -7.664 -5.177 -2.512 -0.18 0.36 -0.17
H -7.527 -5.517 -0.811 0.08 0.03 0.11
H -6.721 -3.236 -0.292 0.06 -0.02 0.09
H -8.338 -3.273 -0.885 -0.11 0.39 -0.20
H -7.452 -1.481 -1.795 0.74 0.81 0.20
H -7.324 -2.324 -3.178 0.42 -0.94 -0.40
H -4.748 -2.985 -2.083 -0.07 -0.17 -0.41
H -5.043 -1.534 -1.228 0.00 0.63 -0.17
H -2.598 -1.616 -3.188 -0.49 -0.36 0.41
H -3.355 -0.335 -2.084 -0.51 -1.72 1.07
H -2.478 0.313 -4.664 -0.45 0.03 -0.61
H -2.440 1.102 -3.202 -0.50 0.14 0.37
H -4.688 1.094 -5.175 0.08 0.81 0.05
H -4.582 2.060 -3.567 -0.25 0.17 -0.71
H -6.506 0.094 -3.741 0.21 -0.25 -0.50
H -5.503 0.508 -2.407 -0.07 -0.59 0.45
H -4.705 -1.135 -5.579 -0.01 0.44 0.55
H -6.032 -2.119 -4.915 0.09 -0.02 -0.02
H -4.250 -3.933 -4.302 -0.34 0.23 0.26
H -2.976 -3.016 -4.907 -0.11 1.11 0.72
H -3.201 -4.069 -6.915 0.38 0.37 0.49
H -4.487 -2.862 -6.998 -0.17 -0.45 -0.93
H -4.776 -4.586 -6.520 -0.45 0.30 -0.04
C -2.637 7.649 2.282 0.00 -0.69 0.94
C -2.691 6.728 3.535 -2.03 1.57 -0.77
O -3.760 6.379 4.009 3.22 -0.03 -0.30
N -1.328 6.622 4.297 -2.56 -1.66 -0.26
H -0.539 6.720 3.675 1.21 0.35 -1.63
H -1.338 7.524 4.751 0.31 0.09 0.95
C -1.184 5.359 5.183 1.00 1.31 0.42
H -3.410 7.352 1.572 0.45 -0.50 -0.20
H -1.645 7.810 1.860 0.02 -0.25 -0.21
H -3.041 8.610 2.598 0.23 0.23 0.44
H -0.110 5.219 5.298 -0.08 0.02 0.15
H -1.549 4.455 4.695 -0.51 0.48 0.12
H -1.587 5.622 6.161 -0.24 -0.74 -0.24
C -0.253 2.516 -1.384 -0.42 -1.34 1.09
C -0.919 1.284 -0.688 0.97 -0.77 0.82
N -0.139 0.663 0.634 -0.41 0.48 -1.69
C 1.220 0.070 0.182 -0.69 -0.28 0.36
C 0.104 1.853 1.606 -1.67 -0.68 -0.79
C -1.278 2.641 2.032 2.62 -1.82 -0.44
C -0.984 -0.559 1.251 -0.16 1.79 -0.97
C -0.626 -1.015 2.644 1.17 0.01 -0.29
O 0.787 -1.250 2.697 -0.43 -0.54 0.42
C 1.181 -2.128 3.776 0.63 0.84 0.35
H 0.795 2.272 -1.563 0.11 0.36 -0.01
H -0.389 3.438 -0.820 0.18 -0.03 -0.13
H -0.748 2.596 -2.351 -0.01 0.20 0.00
H -0.905 0.468 -1.410 0.13 -0.34 0.17
H -1.963 1.428 -0.409 0.06 0.11 0.38
H 1.865 0.088 1.060 -0.14 -0.46 -0.16
H 1.789 0.469 -0.658 -0.64 1.17 -0.01
H 0.969 -0.929 -0.175 0.23 -0.19 0.56
H 0.803 2.438 1.010 -0.17 0.48 0.41
H 0.658 1.362 2.406 -0.26 0.47 0.44
H -0.901 3.423 2.691 -0.40 0.09 -0.16
H -1.917 1.940 2.569 -0.05 0.12 0.00
H -1.803 3.008 1.149 0.16 0.20 0.19
H -0.915 -1.374 0.531 0.26 0.14 -0.06
H -2.006 -0.181 1.213 -0.25 -0.06 0.15
H -1.174 -1.947 2.780 -0.12 -0.15 0.09
H -0.959 -0.327 3.421 0.08 0.22 0.10
H 1.308 -1.579 4.709 -0.98 0.23 0.32
H 2.231 -2.404 3.682 -0.17 -0.40 -0.99
H 0.524 -2.990 3.890 0.12 0.03 -0.06
C -1.467 -4.664 -1.510 2.27 2.84 -2.22
O -2.129 -5.318 -2.600 -1.77 -0.82 -0.66
O -1.085 -3.388 -2.027 -1.20 -2.72 1.70
C -2.305 -4.767 -0.228 -0.32 -0.21 1.34
F -1.988 -5.941 0.481 0.93 1.52 -0.31
F -2.308 -3.677 0.554 1.37 -0.54 0.12
F -3.581 -4.972 -0.406 -2.73 -0.21 -1.55
C -2.161 -6.728 -2.696 1.23 -0.90 -0.29
C -2.926 -7.215 -3.923 -0.13 1.79 -0.50
H -2.703 -8.199 -4.335 -0.34 -0.41 0.95
H -3.968 -6.954 -3.737 -0.32 -0.73 -0.28
H -2.655 -6.611 -4.789 0.12 0.55 0.00
H -2.529 -7.305 -1.848 -0.21 0.53 0.52
H -1.133 -7.067 -2.831 0.52 -0.17 0.20
H -0.604 -5.288 -1.280 0.59 -0.21 0.16
C 0.581 3.147 7.976 -3.29 0.33 -2.21
O 1.442 2.799 6.893 0.32 -0.80 0.24
O -0.720 3.352 7.498 1.89 -0.72 1.58
C 0.807 2.092 9.090 -0.63 -1.54 -0.48
F 0.159 0.909 8.916 -0.18 0.20 -0.51
F 2.104 1.706 9.230 -0.12 0.76 0.25
F 0.356 2.509 10.283 0.28 0.70 0.63
C 1.011 1.707 6.014 1.16 2.20 -0.80
C 2.348 1.430 5.260 -0.94 -0.59 1.31
H 2.729 0.860 6.107 1.36 -0.37 -0.70
H 2.245 0.823 4.361 -0.02 -0.16 0.06
H 2.999 2.288 5.089 -0.44 0.12 0.00
H 0.211 2.112 5.395 -0.27 -0.27 0.01
H 0.734 0.771 6.499 -0.35 0.32 0.32
H 0.900 4.091 8.419 1.00 0.20 0.07
C 0.296 -5.106 6.248 -0.95 -2.79 -0.41
O 1.475 -5.035 5.442 2.50 0.08 1.29
O -0.165 -6.414 6.371 0.90 3.41 0.83
C 0.394 -4.140 7.509 -0.18 -0.28 -0.50
F -0.889 -3.880 7.963 1.15 0.30 -0.56
F 1.064 -4.550 8.578 0.28 -0.81 0.68
F 1.035 -2.958 7.190 -1.19 -0.44 -0.08
C 2.789 -5.231 6.065 -0.60 1.01 -1.20
C 3.780 -4.883 4.919 -0.34 -1.39 0.91
H 3.976 -5.784 4.338 0.08 -0.13 -0.14
H 3.311 -4.186 4.224 0.29 0.28 0.41
H 4.723 -4.572 5.368 0.03 0.42 -0.38
H 2.933 -6.195 6.554 -0.22 -0.56 -0.63
H 2.994 -4.552 6.893 -0.48 0.57 -0.06
H -0.266 -4.437 5.598 -1.33 0.12 -0.16
C -5.017 0.338 1.721 2.61 1.67 -2.22
O -4.471 1.090 2.841 -0.48 -0.06 0.09
O -4.251 0.624 0.516 -2.30 -1.68 2.58
C -5.062 -1.145 2.251 2.41 2.98 1.43
F -3.825 -1.696 2.267 -0.60 -0.42 -0.48
F -5.486 -1.158 3.519 -0.14 0.02 0.99
F -5.931 -1.880 1.639 -1.05 -1.75 -2.19
C -4.771 2.487 3.009 0.46 -0.06 -0.22
C -4.113 2.964 4.326 -0.66 -0.58 0.30
H -4.673 2.833 5.252 -0.87 -0.25 -0.24
H -3.284 2.301 4.573 0.59 0.46 -0.50
H -3.900 4.033 4.359 0.45 -0.21 -0.45
H -5.827 2.733 2.897 -0.62 -0.56 0.68
H -4.412 3.094 2.178 0.86 -0.23 -0.25
H -6.078 0.573 1.631 -0.49 0.39 -0.19
C -1.553 7.140 -1.631 0.23 2.64 1.13
O -0.805 7.424 -2.832 1.14 -1.27 -0.43
O -1.821 8.346 -1.074 -1.16 -2.46 -0.73
C -2.758 6.163 -2.036 1.96 2.46 0.40
F -3.472 6.695 -2.999 -0.53 0.17 -2.88
F -2.376 4.896 -2.342 0.08 -0.35 -0.59
F -3.635 6.061 -1.100 -1.61 -0.92 3.24
C 0.042 6.359 -3.327 -1.40 0.82 0.96
C 1.015 6.955 -4.276 -0.15 -0.64 -1.89
H 1.818 7.609 -3.936 -0.40 -0.01 0.43
H 1.458 6.132 -4.837 0.54 -0.23 0.13
H 0.417 7.413 -5.064 0.10 0.74 0.06
H -0.667 5.678 -3.797 0.45 -0.45 -0.68
H 0.563 5.764 -2.577 -0.15 0.30 0.65
H -0.935 6.543 -0.961 0.53 -0.73 0.21
C 1.849 6.852 2.043 -1.03 3.47 1.94
O 2.430 7.283 0.812 0.25 -0.40 -0.70
O 0.860 7.767 2.451 0.27 -3.25 -0.36
C 1.551 5.294 2.028 -1.35 2.92 -1.00
F 1.193 4.681 3.107 -1.12 -0.11 4.10
F 0.565 4.935 1.196 -0.88 0.44 -1.81
F 2.609 4.680 1.690 3.86 -1.74 -2.04
C 3.861 7.245 0.718 -0.60 0.06 -0.61
C 4.269 8.367 -0.221 0.29 -0.59 -1.34
H 4.238 9.401 0.125 -0.36 -0.24 0.38
H 5.257 8.206 -0.651 0.49 -0.13 0.46
H 3.673 8.258 -1.127 -0.51 0.36 0.10
H 4.116 6.262 0.324 0.37 0.02 -0.39
H 4.447 7.319 1.634 -0.60 0.15 0.69
H 2.708 7.091 2.670 0.26 -1.32 1.16
C 7.173 -0.985 6.425 3.29 -3.14 -0.06
O 6.850 -1.131 5.006 -1.25 1.82 0.72
O 8.084 -1.992 6.691 -1.48 2.81 0.18
C 7.708 0.525 6.778 0.18 -0.77 -0.90
F 8.902 0.929 6.184 -1.01 -0.73 0.20
F 6.804 1.442 6.500 -1.82 1.35 -2.66
F 7.833 0.840 8.055 1.54 -1.45 2.61
C 5.589 -0.572 4.565 0.94 -1.69 -2.61
C 5.311 -1.491 3.282 -0.19 0.31 1.22
H 4.481 -1.138 2.670 0.01 0.12 -0.11
H 6.184 -1.718 2.669 0.19 0.81 0.00
H 5.066 -2.487 3.652 -0.35 0.01 0.24
H 5.660 0.480 4.290 0.26 0.12 -0.07
H 4.700 -0.651 5.191 0.35 -0.35 0.75
H 6.228 -1.162 6.939 -0.47 0.74 0.54
C 4.528 1.307 -1.477 0.56 -3.57 -2.63
O 3.963 2.375 -2.223 0.63 1.87 0.05
O 4.589 0.232 -2.419 0.34 2.15 2.61
C 5.944 1.656 -0.745 0.85 -3.32 -2.90
F 6.643 0.573 -0.203 -1.04 -0.35 -1.12
F 6.850 2.200 -1.598 -0.18 0.28 -0.57
F 5.879 2.406 0.258 -1.27 3.51 3.22
C 3.670 3.637 -1.622 -1.10 0.79 -0.66
C 3.146 4.657 -2.733 0.37 -2.20 1.09
H 2.792 5.580 -2.272 0.45 0.12 -0.11
H 3.928 4.731 -3.488 -0.05 0.52 0.05
H 2.283 4.183 -3.200 -0.07 0.01 -0.15
H 4.457 4.146 -1.064 0.62 -0.40 -0.14
H 2.870 3.506 -0.894 -0.28 -0.03 0.25
H 3.839 1.037 -0.677 -0.04 0.25 0.77
```
Positions in Å, forces in eV/Å.

Atomic partial charges in e from the Löwdin method, atoms 1 to 6: C -0.10; C -0.24; C -0.18; C -0.04; N -0.12; C -0.08

***

Q: The highest DFT total energy belongs to which entry?
A: C7H10O

***

Q: Which formula does entry 1 have?
A: C7H10O

***

Q: The lowest F_max belongs to which entry?
A: C65H124F24N4O18